[1]
Entry from OMol25: a 4-piece molecular cluster, C16H24O12 overall at a distorted geometry (ωB97M-V/def2-TZVPD).

- maximum force (eV/Å) = 1.75
- energy above the lowest of the compared OMol25 structures with the same formula, charge and spin (kcal/mol) = 17.3
- net charge = 0
- HOMO level (eV) = -10.73

Cartesian coordinates (Å):
C 5.330 1.567 1.552
C 6.124 2.863 1.391
C 5.442 4.054 2.026
O 5.807 3.936 3.399
C 7.029 3.345 3.422
O 7.760 3.322 4.355
O 7.301 2.771 2.223
H 4.935 1.227 0.594
H 4.524 1.666 2.275
H 5.994 0.759 1.855
H 6.322 3.065 0.342
H 4.358 4.067 1.903
H 5.783 5.027 1.656
C -4.143 2.779 -3.008
C -4.538 1.351 -2.698
C -5.411 0.667 -3.755
O -4.722 -0.566 -4.012
C -3.480 -0.512 -3.491
O -2.613 -1.288 -3.731
O -3.355 0.548 -2.656
H -4.968 3.385 -3.381
H -3.347 2.798 -3.751
H -3.774 3.238 -2.091
H -5.056 1.347 -1.736
H -5.467 1.260 -4.670
H -6.417 0.397 -3.451
C -3.826 0.024 2.224
C -3.425 -1.399 1.897
C -1.904 -1.620 1.817
O -1.577 -2.008 3.146
C -2.639 -2.696 3.619
O -2.627 -3.551 4.435
O -3.774 -2.249 3.018
H -2.984 0.604 2.605
H -4.594 0.017 2.996
H -4.229 0.573 1.371
H -3.896 -1.837 1.020
H -1.384 -0.719 1.508
H -1.657 -2.440 1.139
C 0.268 -2.651 -2.274
C 0.953 -2.622 -0.946
C 1.967 -3.778 -0.751
O 3.201 -3.152 -0.455
C 3.022 -1.808 -0.381
O 3.782 -1.058 0.132
O 1.851 -1.477 -0.958
H -0.332 -1.753 -2.446
H -0.456 -3.469 -2.351
H 0.904 -2.728 -3.157
H 0.228 -2.467 -0.152
H 2.050 -4.362 -1.666
H 1.658 -4.449 0.051

[2]
Entry from OMol25: a 2-piece molecular cluster, C16H24O5 overall at a distorted geometry (ωB97M-V/def2-TZVPD).

- maximum force (eV/Å) = 18.37
- energy above the lowest of the compared OMol25 structures with the same formula, charge and spin (kcal/mol) = 452.1
- net charge = 0
- HOMO level (eV) = -8.01

Cartesian coordinates (Å):
C -4.759 -0.962 -1.380
H -5.704 -0.770 -1.227
H -4.415 -0.434 -2.468
O -3.896 -0.477 -0.498
C -4.088 0.749 -0.383
O -5.384 1.122 0.460
C -5.579 0.486 1.851
H -6.576 0.672 1.779
H -5.203 -0.400 1.580
H -4.903 1.123 2.442
C -2.938 1.601 0.574
C -1.789 1.623 -0.469
C -0.463 0.499 -0.401
C -0.285 -0.363 0.749
O -1.481 -1.213 0.793
H -2.093 -1.166 0.247
H 0.023 -0.175 1.729
C 0.821 -1.419 0.327
C 0.628 -1.951 -1.139
H -0.392 -2.626 -0.823
H 0.285 -1.325 -1.940
H 1.226 -2.602 -1.235
H 0.998 -2.013 1.084
O 1.943 -0.493 0.335
C 3.231 -1.060 0.039
C 4.456 -0.233 0.133
C 4.293 0.614 -0.757
C 5.372 1.847 -0.933
C 6.412 1.484 -0.047
C 6.622 0.430 0.808
C 5.543 -0.302 0.839
H 5.579 -1.255 1.466
H 7.518 0.376 1.341
H 7.292 2.083 -0.296
H 5.221 2.438 -1.597
H 3.420 1.123 -1.293
H 3.352 -1.991 -0.678
H 3.284 -1.723 1.520
O -1.456 0.549 -1.282
H 0.347 1.233 -0.513
H -1.470 2.446 -0.628
H -3.235 2.451 1.228
H -2.782 0.642 1.382
H -4.234 1.335 -1.157
H -4.741 -1.974 -1.561

[3]
Entry from OMol25: a 8-piece molecular cluster, C16H25BCl14O5 overall at a distorted geometry (ωB97M-V/def2-TZVPD).

- maximum force (eV/Å) = 8.59
- net charge = 0
- HOMO level (eV) = -9.80

Cartesian coordinates (Å):
C 5.510 0.253 1.728
C 4.718 0.215 0.265
C 3.742 1.543 0.038
C 2.327 1.324 0.890
C 1.520 0.044 0.774
C 0.125 -0.205 1.662
O -0.159 -1.477 1.950
C -0.721 1.120 2.129
O -2.152 1.178 2.464
B -2.987 0.429 1.505
O -3.318 0.834 0.124
O -3.576 -0.859 2.017
C 0.056 2.418 2.224
C 1.700 2.461 1.914
O 2.464 3.391 2.538
H 6.552 -0.322 1.632
H 5.707 1.363 2.079
H 4.898 -0.356 2.545
H 4.134 -0.800 0.242
H 5.526 0.160 -0.606
H 4.297 2.433 0.588
H 3.511 1.763 -1.088
H 1.963 -0.756 0.027
H -3.248 -0.016 -0.437
H -2.812 -1.270 2.557
H -0.484 3.433 2.520
Cl 4.449 -2.337 -1.392
C 3.145 -3.530 -1.346
Cl 1.563 -2.742 -1.294
H 3.202 -4.154 -2.241
H 3.263 -4.151 -0.455
Cl -7.746 1.811 0.792
C -6.350 2.525 1.607
Cl -6.651 4.217 2.020
H -6.148 1.966 2.524
H -5.483 2.469 0.943
Cl -7.123 4.771 -2.644
C -8.221 3.393 -2.785
Cl -9.665 3.822 -3.709
H -7.703 2.576 -3.294
H -8.520 3.072 -1.785
Cl 2.795 -2.664 2.212
C 2.145 -3.147 3.783
Cl 1.360 -4.728 3.688
H 2.962 -3.199 4.506
H 1.411 -2.405 4.108
Cl 2.243 -5.775 -3.263
C 0.582 -5.630 -3.852
Cl -0.375 -7.049 -3.411
H 0.125 -4.741 -3.410
H 0.598 -5.535 -4.940
Cl -8.419 2.746 -8.687
C -8.370 3.011 -6.940
Cl -8.258 1.478 -6.067
H -7.498 3.623 -6.697
H -9.281 3.530 -6.633
Cl 8.645 -1.246 4.495
C 9.403 -0.177 3.309
Cl 9.239 -0.825 1.673
H 8.922 0.803 3.354
H 10.465 -0.078 3.548

Number 1: electronic energy -1526.9938 hartree. Number 2: electronic energy -999.5261 hartree. Number 3: electronic energy -7468.1938 hartree.